No. 1
Density functional theory data (the ωB97M-V functional and the def2-TZVPD basis) for a 2-piece molecular cluster, C4H12O overall at a distorted geometry.

The calculation puts the gap between HOMO and LUMO at 11.4 eV. Its LUMO energy is 1.002 eV. The value obtained for the total energy is -234.80005 Ha. Its HOMO energy is -0.38063 hartree. For the energy above the lowest of the compared OMol25 structures with the same formula, charge and spin, the calculation gives 85.50 kJ/mol. As for the SMILES: CCO.CC.

Each line ends with the Löwdin charge.
Atoms and positions in Å:
C 1.02 -0.21 -1.14  -0.095
C 1.93 0.60 -2.02  -0.304
O 1.73 2.02 -1.80  -0.102
H 0.58 0.54 -0.45  0.081
H 1.59 -0.95 -0.61  0.065
H 0.18 -0.70 -1.65  0.071
H 2.97 0.56 -1.66  0.111
H 1.91 0.36 -3.08  0.109
H 1.17 2.44 -2.45  0.069
C -1.88 0.12 1.75  -0.184
C -1.40 -1.31 1.99  -0.171
H -2.24 0.21 0.71  0.061
H -2.79 0.27 2.35  0.058
H -1.15 0.88 2.00  0.056
H -1.73 -2.01 1.21  0.060
H -1.59 -1.61 3.02  0.059
H -0.31 -1.21 1.84  0.057

=====

No. 2
Density functional theory data (the ωB97M-V functional and the def2-TZVPD basis) for an isolated ion of composition C3H8N3S and charge +1 at a distorted geometry.

The calculation puts the gap between HOMO and LUMO at 10.4 eV. Its LUMO energy is -3.719 eV. The value obtained for the total energy is -681.24887 Ha. Its HOMO energy is -0.51875 hartree. For the energy above the lowest of the compared OMol25 structures with the same formula, charge and spin, the calculation gives 171.72 kJ/mol. As for the SMILES: CN(C=[NH2+])/N=C\S. The net charge is +1.

Each line ends with the Löwdin charge.
Atoms and positions in Å:
C 1.26 1.39 -0.47  -0.004
N 0.44 0.33 0.01  -0.182
C 0.79 -0.91 -0.28  -0.098
N 0.44 -2.11 0.27  0.207
N -0.39 0.52 1.15  0.034
C -1.65 0.39 0.97  -0.496
S -2.48 -0.09 -0.52  0.823
H 1.75 2.09 0.20  0.126
H 2.05 1.07 -1.01  0.056
H 0.58 1.97 -1.07  0.112
H 1.47 -0.79 -1.19  0.185
H 0.99 -2.90 0.02  0.122
H 0.03 -1.95 1.17  0.116
H -2.09 0.67 1.93  0.103
H -3.56 0.68 -0.31  -0.104

=====

No. 3
Density functional theory data (the ωB97M-V functional and the def2-TZVPD basis) for a 4-piece molecular cluster, C15H36ClNO2 overall at a distorted geometry.

The calculation puts the gap between HOMO and LUMO at 8.1 eV. Its LUMO energy is 0.015 eV. The value obtained for the total energy is -1258.30162 Ha. Its HOMO energy is -0.29592 hartree. For the energy above the lowest of the compared OMol25 structures with the same formula, charge and spin, the calculation gives 0.00 kJ/mol.

Each line ends with the Löwdin charge.
Atoms and positions in Å:
C -4.50 0.64 -0.32  -0.076
C -3.37 -0.42 -0.44  -0.249
C -2.07 0.29 -0.80  -0.203
C -0.84 -0.65 -0.59  -0.067
N 0.44 -0.19 -1.35  -0.206
C 0.82 1.20 -1.10  -0.092
C 0.39 2.11 -2.34  -0.140
C 0.46 1.10 -3.45  -0.182
C 0.19 -0.24 -2.77  -0.174
C 1.57 -1.18 -1.02  -0.094
C 1.12 -2.65 -1.10  -0.205
C 2.39 -3.48 -0.72  -0.067
H -4.48 1.11 -1.30  0.066
H -4.27 1.21 0.56  0.068
H -5.49 0.09 -0.08  0.101
H -3.52 -1.21 -1.07  0.075
H -2.97 -0.72 0.57  0.130
H -1.81 1.12 -0.22  0.069
H -2.34 0.54 -1.88  0.131
H -1.06 -1.62 -0.93  0.102
H -0.56 -0.49 0.48  0.128
H 1.98 1.20 -1.18  0.179
H 0.59 1.39 -0.18  0.011
H 1.08 2.94 -2.42  0.113
H -0.62 2.56 -2.32  0.111
H 1.42 1.13 -3.92  0.097
H -0.35 1.37 -4.37  0.182
H 0.79 -0.98 -3.42  0.154
H -0.87 -0.63 -3.06  0.158
H 1.98 -0.95 -0.03  0.134
H 2.24 -1.25 -1.79  0.096
H 0.68 -2.83 -1.95  0.047
H 0.38 -2.79 -0.33  0.103
H 2.08 -4.57 -0.85  0.088
H 2.74 -3.32 0.31  0.063
H 3.24 -3.52 -1.46  0.085
Cl 1.11 0.81 2.68  -0.244
C 1.98 -3.53 3.43  -0.119
C 2.98 -2.44 3.62  -0.355
O 3.09 -1.66 2.50  -0.076
H 1.67 -3.87 4.44  0.079
H 2.32 -4.44 2.66  0.129
H 1.11 -3.29 2.98  0.004
H 3.78 -3.06 3.93  0.088
H 2.62 -1.80 4.51  0.142
H 2.73 -0.86 2.51  -0.148
C -1.79 5.00 1.36  -0.093
C -0.76 3.86 1.32  -0.289
O -1.06 3.16 2.54  -0.154
H -1.71 5.55 0.54  -0.013
H -1.43 5.92 2.04  0.131
H -2.81 4.62 1.48  0.081
H 0.12 4.27 1.29  0.038
H -1.01 2.98 0.37  0.154
H -0.41 2.45 2.68  -0.094

=====

No. 4
Density functional theory data (the ωB97M-V functional and the def2-TZVPD basis) for a 2-piece molecular cluster, C2H2N2O overall at a distorted geometry.

The calculation puts the gap between HOMO and LUMO (alpha / beta) at 9.5 / 9.5 eV. Its LUMO energy (alpha / beta) is -0.044 / -0.044 eV. The value obtained for the total energy is -261.94957 Ha. Its HOMO energy (alpha / beta) is -0.35076 / -0.35075 hartree. For the energy above the lowest of the compared OMol25 structures with the same formula, charge and spin, the calculation gives 562.76 kJ/mol.

Each line ends with the Löwdin charge.
Atoms and positions in Å:
O 0.71 0.44 0.12  -0.280
C -0.14 1.38 0.24  0.071
N -2.12 -0.62 -0.63  0.053
N -1.40 -1.45 -0.47  0.030
C 1.16 -0.70 -0.31  0.054
H 0.47 2.31 0.31  0.038
H 1.45 -1.24 0.62  0.035

=====

No. 5
Density functional theory data (the ωB97M-V functional and the def2-TZVPD basis) for a 14-piece molecular cluster, C36H106N6O14 overall at a distorted geometry.

The calculation puts the gap between HOMO and LUMO at 9.3 eV. Its LUMO energy is 0.544 eV. The value obtained for the total energy is -2816.88580 Ha. Its HOMO energy is -0.32139 hartree. For the energy above the lowest of the compared OMol25 structures with the same formula, charge and spin, the calculation gives 60.88 kJ/mol.

Each line ends with the Löwdin charge.
Atoms and positions in Å:
O 2.92 -1.77 -0.99  -0.084
H 2.40 -0.98 -1.23  -0.010
H 2.73 -1.90 -0.06  0.014
O -1.21 -3.45 -3.70  -0.057
H -1.40 -2.89 -2.94  0.013
H -0.25 -3.58 -3.67  0.009
C -2.91 3.21 2.20  -0.084
C -3.17 3.81 0.86  -0.299
O -3.82 2.80 0.06  -0.103
H -2.20 3.92 2.66  0.069
H -2.39 2.25 2.21  0.057
H -3.73 3.16 2.91  0.080
H -2.25 3.97 0.30  0.092
H -3.71 4.75 0.92  0.120
H -4.70 3.10 -0.16  0.080
C -4.59 -0.71 -5.54  -0.087
C -3.39 -0.47 -4.62  -0.310
O -2.26 -0.19 -5.47  -0.105
H -4.36 -1.51 -6.26  0.070
H -4.76 0.13 -6.21  0.072
H -5.50 -1.06 -5.06  0.071
H -3.12 -1.35 -4.03  0.095
H -3.58 0.33 -3.91  0.107
H -2.00 -1.07 -5.77  0.078
C 3.14 -4.98 -5.17  -0.090
C 3.19 -4.36 -3.79  -0.332
O 1.93 -3.96 -3.31  -0.096
H 2.35 -5.74 -5.15  0.074
H 4.05 -5.54 -5.37  0.073
H 2.88 -4.31 -5.99  0.060
H 3.94 -3.56 -3.85  0.111
H 3.56 -5.10 -3.07  0.113
H 2.06 -3.48 -2.48  0.053
C 1.77 4.82 -3.30  -0.082
C 2.57 3.55 -3.66  -0.295
O 1.68 2.47 -3.88  -0.130
H 1.15 4.72 -2.41  0.047
H 1.17 5.20 -4.13  0.072
H 2.42 5.64 -2.99  0.070
H 3.16 3.24 -2.79  0.097
H 3.14 3.80 -4.56  0.105
H 1.78 2.16 -4.80  0.040
C 3.30 -0.16 3.52  -0.075
C 2.79 -1.56 3.87  -0.306
O 3.39 -2.07 5.07  -0.091
H 3.22 0.15 2.48  0.059
H 4.29 0.07 3.93  0.074
H 2.69 0.57 4.07  0.075
H 3.07 -2.24 3.07  0.104
H 1.71 -1.61 4.02  0.068
H 4.31 -2.24 4.85  0.080
C 5.19 4.88 1.26  -0.075
C 4.66 3.51 0.80  -0.323
O 4.67 2.47 1.77  -0.078
H 5.01 5.61 0.47  0.074
H 6.25 4.87 1.50  0.071
H 4.64 5.20 2.15  0.060
H 5.23 3.22 -0.09  0.110
H 3.62 3.63 0.49  0.094
H 5.37 1.86 1.53  0.082
C -0.16 -4.17 2.05  -0.065
C 0.41 -4.46 0.66  -0.373
C -0.40 -5.55 -0.03  -0.203
O -1.72 -5.08 -0.26  -0.204
C -2.37 -5.88 -1.22  -0.115
N 0.26 -3.21 -0.14  0.065
H -1.19 -3.84 1.97  0.070
H 0.50 -3.48 2.58  0.057
H -0.21 -5.07 2.67  0.079
H 1.46 -4.75 0.68  0.131
H -0.44 -6.43 0.62  0.129
H 0.08 -5.78 -0.99  0.125
H -1.78 -5.87 -2.16  0.080
H -3.33 -5.51 -1.59  0.087
H -2.47 -6.94 -0.96  0.088
H -0.59 -3.40 -0.68  0.053
H 0.05 -2.34 0.36  0.037
C 2.71 -0.59 -5.78  -0.049
C 2.36 0.29 -6.97  -0.395
C 0.86 0.18 -7.28  -0.221
O 0.63 0.99 -8.41  -0.184
C -0.77 1.20 -8.62  -0.088
N 2.65 1.70 -6.61  0.028
H 2.67 -1.65 -6.05  0.070
H 2.07 -0.42 -4.91  0.062
H 3.74 -0.42 -5.45  0.082
H 2.97 0.15 -7.86  0.137
H 0.34 0.46 -6.36  0.121
H 0.64 -0.88 -7.45  0.134
H -0.86 1.80 -9.53  0.085
H -1.14 1.76 -7.76  0.088
H -1.39 0.31 -8.72  0.086
H 2.07 2.33 -7.16  0.083
H 3.59 2.02 -6.82  0.085
C -0.51 -1.62 5.70  -0.072
C -0.34 -1.30 7.20  -0.420
C -0.38 -2.59 8.04  -0.211
O -0.12 -2.23 9.37  -0.212
C -0.16 -3.26 10.33  -0.103
N 0.92 -0.59 7.41  0.046
H -0.51 -0.71 5.10  0.071
H -1.49 -2.08 5.51  0.079
H 0.30 -2.25 5.33  0.058
H -1.16 -0.62 7.47  0.133
H 0.43 -3.25 7.70  0.133
H -1.36 -3.08 7.93  0.127
H -1.02 -3.93 10.25  0.087
H 0.02 -2.79 11.30  0.088
H 0.75 -3.87 10.22  0.086
H 1.65 -1.01 6.83  0.056
H 1.24 -0.93 8.32  0.063
C -0.08 -0.26 -2.37  -0.028
C 0.27 0.88 -1.43  -0.405
C -0.41 0.77 -0.09  -0.201
O -0.13 -0.40 0.66  -0.210
C -0.94 -0.47 1.81  -0.086
N 1.73 0.98 -1.26  0.057
H -1.14 -0.20 -2.61  0.078
H 0.26 -1.24 -2.02  0.059
H 0.49 -0.14 -3.29  0.066
H -0.07 1.84 -1.84  0.134
H -1.49 0.92 -0.27  0.120
H -0.11 1.63 0.53  0.118
H -0.64 -1.37 2.32  0.064
H -2.00 -0.49 1.51  0.088
H -0.75 0.42 2.42  0.086
H 2.09 1.28 -2.17  0.051
H 2.11 1.64 -0.60  0.076
C -7.24 -3.30 1.30  -0.049
C -5.72 -3.49 1.20  -0.457
C -5.02 -2.14 1.06  -0.229
O -5.48 -1.39 -0.03  -0.183
C -5.20 -0.01 -0.06  -0.104
N -5.16 -4.29 2.26  0.030
H -7.60 -2.92 0.34  0.074
H -7.38 -2.48 2.00  0.078
H -7.82 -4.16 1.64  0.072
H -5.46 -4.03 0.27  0.130
H -3.94 -2.30 0.97  0.118
H -5.21 -1.60 2.00  0.128
H -5.87 0.40 -0.81  0.089
H -4.19 0.14 -0.46  0.072
H -5.30 0.54 0.88  0.084
H -5.34 -5.28 2.17  0.073
H -4.16 -4.25 2.39  0.062
C 2.60 7.04 4.78  -0.052
C 2.17 7.23 3.30  -0.434
C 1.30 6.07 2.87  -0.229
O 1.17 6.16 1.46  -0.174
C 0.33 5.15 0.96  -0.120
N 1.40 8.46 3.16  0.035
H 1.90 7.48 5.48  0.073
H 3.51 7.64 4.86  0.069
H 2.84 6.01 5.06  0.071
H 3.00 7.27 2.58  0.126
H 0.36 6.18 3.45  0.136
H 1.70 5.09 3.15  0.123
H 0.42 5.03 -0.12  0.074
H -0.72 5.39 1.13  0.073
H 0.52 4.17 1.42  0.083
H 0.76 8.52 2.39  0.068
H 2.00 9.26 3.25  0.071

=====

No. 6
Density functional theory data (the ωB97M-V functional and the def2-TZVPD basis) for a 4-piece molecular cluster, C21H20O9S overall at a distorted geometry.

The calculation puts the gap between HOMO and LUMO at 8.3 eV. Its LUMO energy is -1.885 eV. The value obtained for the total energy is -1887.36825 Ha. Its HOMO energy is -0.37604 hartree. For the energy above the lowest of the compared OMol25 structures with the same formula, charge and spin, the calculation gives 0.00 kJ/mol. As for the SMILES: O=C1C=CC(=O)C=C1.O=C1C=CC(=O)C=C1.O=C1C=CC(=O)C=C1.CCOS(C)(=O)=O.

Each line ends with the Löwdin charge.
Atoms and positions in Å:
O 6.00 -15.01 13.24  0.106
C 6.29 -14.67 14.36  -0.404
C 6.82 -15.49 15.45  0.061
C 7.00 -14.92 16.69  0.043
C 6.69 -13.56 17.04  -0.435
O 6.82 -13.00 18.11  0.119
C 6.07 -12.83 16.00  0.009
C 5.91 -13.29 14.72  0.042
H 7.03 -16.54 15.30  0.097
H 7.34 -15.59 17.47  0.111
H 5.91 -11.77 16.17  0.120
H 5.61 -12.67 13.89  0.118
O 7.35 -18.58 13.08  0.111
C 6.60 -18.71 12.16  -0.386
C 6.33 -17.68 11.07  0.049
C 5.36 -17.82 10.13  0.029
C 4.65 -19.11 9.93  -0.382
O 3.90 -19.42 9.00  0.091
C 4.82 -20.01 11.05  0.015
C 5.69 -19.87 12.09  0.034
H 6.84 -16.73 11.21  0.104
H 5.29 -17.03 9.40  0.115
H 4.13 -20.84 11.01  0.120
H 5.68 -20.48 12.98  0.110
O 7.59 -18.21 17.05  0.112
C 6.98 -19.24 16.82  -0.435
C 5.70 -19.67 17.37  0.073
C 5.41 -21.02 17.37  0.018
C 6.08 -22.01 16.66  -0.419
O 5.83 -23.20 16.72  0.126
C 7.07 -21.40 15.70  0.059
C 7.47 -20.10 15.86  -0.015
H 5.19 -18.88 17.88  0.113
H 4.51 -21.30 17.90  0.126
H 7.52 -22.03 14.95  0.117
H 8.20 -19.69 15.17  0.116
C -0.37 -15.94 20.94  -0.092
C 0.88 -15.53 20.20  -0.270
O 1.13 -16.50 19.19  -0.262
S 1.79 -17.97 19.62  0.642
C 0.23 -18.97 19.61  -0.105
O 2.53 -18.49 18.51  -0.289
O 2.25 -17.96 20.97  -0.271
H -0.63 -15.18 21.67  0.087
H -0.15 -16.84 21.51  0.059
H -1.18 -16.24 20.27  0.086
H 0.70 -14.60 19.66  0.127
H 1.64 -15.47 20.98  0.118
H -0.40 -18.60 20.42  0.043
H 0.52 -20.02 19.63  0.070
H -0.38 -18.70 18.75  0.068